No. 1
Computed, not measured: an isolated ion of composition C27H24N and charge +1 in a non-equilibrium geometry, with ωB97M-V with the def2-TZVPD basis set.

```
52
C27H24N (ωB97M-V with the def2-TZVPD basis set)
H -0.88 2.70 -2.25
H -6.08 0.82 1.32
C 1.58 1.09 -4.00
C 0.14 -0.50 -2.83
H 2.82 0.76 2.54
C -3.31 -1.85 0.78
H -6.68 -1.60 1.36
C 3.95 -3.31 1.23
H 3.38 -0.14 0.08
H -2.52 -2.60 0.67
C 3.18 -1.11 0.55
C -5.65 -1.29 1.18
C -3.03 -0.48 0.71
H 0.72 -2.80 2.22
C -4.64 -2.24 1.04
H -0.06 1.80 -0.47
H 1.72 -1.06 -4.18
H 5.12 -1.89 0.10
H 0.35 4.18 -0.11
C 1.22 1.11 1.11
C 0.84 -0.33 0.99
H -4.86 -3.29 1.11
H 2.20 4.89 1.43
C 1.69 -2.60 1.75
C -0.32 1.87 -2.69
H -3.75 1.55 0.90
C 4.17 -2.10 0.58
H 2.52 -4.49 2.32
C -0.43 -0.77 0.76
N -1.65 0.27 -1.35
C -4.02 0.48 0.91
H -2.45 0.90 -1.57
C 0.81 2.14 -3.49
H -0.10 -1.53 -2.52
C 0.63 2.10 0.32
H 4.73 -4.06 1.26
C 2.62 2.86 2.08
C 1.20 -0.23 -3.70
C 2.28 1.51 1.95
H 2.39 1.30 -4.71
C 1.93 -1.35 1.15
C -0.60 0.56 -2.33
H 1.07 3.18 -3.74
H 3.40 3.15 2.78
H -1.54 1.10 0.43
H -0.64 -1.85 0.93
C 0.92 3.45 0.47
C 2.70 -3.55 1.81
H -2.08 -0.63 -1.69
C -1.61 0.02 0.29
C 1.94 3.83 1.35
C -5.33 0.06 1.16
```

## Properties
SMILES string: C(=C(c1ccccc1)c1ccccc1)[C@@H]([NH2+]c1ccccc1)c1ccccc1
E_LUMO in Ha: -0.1139
Net charge: +1
Energy above the lowest of the compared OMol25 structures with the same formula, charge and spin in kJ/mol: 1.1
Spin multiplicity: 1
HOMO level in eV: -11.2

These are the natural (NBO) partial charges, in e, on atoms 1 to 5: atom 1 (H): 0.23, atom 2 (H): 0.23, atom 3 (C): -0.18, atom 4 (C): -0.25, atom 5 (H): 0.23

No. 2
Computed, not measured: a 2-piece molecular cluster, C4H13NS overall in a non-equilibrium geometry, with ωB97M-V with the def2-TZVPD basis set.

```
19
C4H13NS (ωB97M-V with the def2-TZVPD basis set)
H 0.31 3.56 0.67
H 0.53 -2.74 -1.39
S -1.78 2.73 1.51
C -0.12 1.76 -0.46
C -0.07 -2.24 1.23
H -1.12 -2.17 0.89
H 0.18 -3.29 1.09
H -0.91 1.11 -0.86
N 0.60 -1.29 0.22
H 1.10 -1.09 -1.78
H 0.20 -0.33 0.34
H 1.59 -1.25 0.44
H 0.49 2.08 -1.31
H 0.22 -1.98 2.24
H -0.95 3.78 -0.62
C -0.64 3.09 0.17
C 0.39 -1.69 -1.20
H 0.57 1.33 0.30
H -0.61 -1.37 -1.49
```

## Properties
E_LUMO in Ha: -0.0222
Energy above the lowest of the compared OMol25 structures with the same formula, charge and spin in kJ/mol: 329.4
Spin multiplicity: 1
HOMO level in eV: -5.2

These are the natural (NBO) partial charges, in e, on atoms 1 to 5: atom 1 (H): 0.18, atom 2 (H): 0.23, atom 3 (S): -0.66, atom 4 (C): -0.65, atom 5 (C): -0.42

No. 3
Computed, not measured: C3H3Br9 as an isolated structure in a non-equilibrium geometry, with ωB97M-V with the def2-TZVPD basis set.

```
15
C3H3Br9 (ωB97M-V with the def2-TZVPD basis set)
Br -0.84 2.48 1.45
H -0.89 1.77 -0.90
Br -0.55 -3.11 3.07
Br 1.93 -1.28 3.76
H -0.49 -0.64 3.51
Br -0.64 -1.48 5.89
C 0.00 -1.49 4.01
C -0.39 1.28 -0.03
Br 1.47 1.10 -0.49
Br 1.24 -0.19 -5.79
Br 0.30 2.24 -3.76
Br -1.14 -0.57 0.18
Br -1.38 -0.45 -3.79
C 0.41 0.28 -3.98
H 0.98 0.06 -3.13
```

## Properties
E_LUMO in Ha: -0.0211
Energy above the lowest of the compared OMol25 structures with the same formula, charge and spin in kJ/mol: 55.9
Spin multiplicity: 1
HOMO level in eV: -10.3

These are the natural (NBO) partial charges, in e, on atoms 1 to 5: atom 1 (Br): 0.10, atom 2 (H): 0.24, atom 3 (Br): 0.08, atom 4 (Br): 0.09, atom 5 (H): 0.22

No. 4
Computed, not measured: a 2-piece molecular cluster, CH3Cl2OPS overall in a non-equilibrium geometry, with ωB97M-V with the def2-TZVPD basis set.

```
9
CH3Cl2OPS (ωB97M-V with the def2-TZVPD basis set)
P -1.21 -0.78 -0.26
O -2.58 -1.09 -0.62
Cl 3.96 -0.33 0.27
C -0.78 1.02 -0.35
S 0.17 -1.96 0.39
H 2.95 -0.99 0.70
H -1.32 1.61 -1.09
Cl -1.47 1.30 1.28
H 0.29 1.22 -0.33
```

## Properties
E_LUMO in Ha: -0.0208
Energy above the lowest of the compared OMol25 structures with the same formula, charge and spin in kJ/mol: 199.3
Spin multiplicity: 1
HOMO level in eV: -10.3

These are the natural (NBO) partial charges, in e, on atoms 1 to 5: atom 1 (P): 1.66, atom 2 (O): -0.98, atom 3 (Cl): -0.28, atom 4 (C): -0.73, atom 5 (S): -0.47

No. 5
Computed, not measured: C31H48CoO2P2 as an isolated structure in a non-equilibrium geometry, with ωB97M-V with the def2-TZVPD basis set.

```
84
C31H48CoO2P2 (ωB97M-V with the def2-TZVPD basis set)
H 3.27 1.53 -2.73
H -2.26 5.60 3.66
C 1.56 -1.44 0.59
H 3.54 -1.88 -0.11
H 2.23 -3.18 -1.57
H 1.73 -0.76 -5.93
C -2.34 4.68 5.62
C -1.57 2.33 4.34
H 3.45 -0.46 0.95
H 1.17 2.87 -3.06
C -1.98 0.82 -6.17
H -1.63 -1.04 -4.37
H -3.16 -0.26 -0.98
H -2.68 1.24 -5.44
C 0.44 2.34 -2.43
H -2.01 0.45 1.74
C -1.74 3.50 3.57
C 1.08 0.21 2.54
C -2.71 0.60 -1.49
H 0.78 -0.19 3.53
C -0.66 -1.09 1.12
C 0.66 -0.69 1.43
H -2.58 -1.19 -5.88
C -1.29 1.81 -7.08
H 2.33 3.29 -0.31
H -0.05 3.08 -5.84
C -1.89 -0.51 -6.38
H -2.79 -1.11 1.45
C -2.17 3.51 6.37
H 1.71 1.60 -5.26
Co 0.26 -0.55 -0.81
H -1.55 -3.66 -1.03
H -1.94 2.70 -7.19
O -1.09 2.41 1.53
C -1.89 -0.64 1.84
H -2.45 1.37 -0.73
O -1.72 4.60 1.51
H -1.36 2.08 -3.68
P 1.37 1.28 -1.23
H -0.47 -1.99 -3.43
H -2.67 -2.44 -0.39
H -2.64 5.61 6.11
H -1.83 -0.85 2.92
H -3.41 1.01 -2.24
C -1.79 2.33 5.72
C 0.78 -2.36 -0.21
H 3.32 -2.07 1.64
H 3.66 0.58 -1.25
H 0.88 2.74 0.61
C -1.40 -1.39 -3.37
H -2.22 -2.02 -3.00
H -0.93 -2.22 -7.18
H 0.26 0.26 -8.40
C -1.50 3.50 2.06
C 1.33 -3.48 -1.03
H -1.66 1.42 6.30
H -1.99 -3.66 0.69
H 2.16 0.36 2.57
C -0.51 1.50 -3.27
H 0.00 1.06 -4.14
C 1.00 1.24 -6.01
H 0.59 -3.84 -1.76
C -1.76 -3.01 -0.18
C -1.05 -1.16 -7.44
H 1.61 -4.35 -0.42
H 0.59 2.79 -7.46
C 1.80 2.42 0.10
H 2.75 -0.18 -2.58
C 0.10 2.30 -6.60
C 2.91 0.76 -2.04
C 3.03 -1.46 0.77
H 0.97 -1.30 -8.13
H 0.60 1.19 2.46
C -0.60 -2.14 0.14
H 2.44 1.92 0.84
C 0.34 -0.54 -7.66
P -1.18 0.06 -2.31
H -1.20 1.41 -8.10
H -1.59 -1.13 -8.40
H -2.34 3.53 7.45
C -2.13 4.68 4.24
H -0.13 3.08 -1.84
H -1.26 1.42 3.81
C 1.05 -0.05 -6.42
```

## Properties
E_LUMO (alpha / beta) in Ha: -0.0791 / -0.2284
Net charge: +1
Spin multiplicity: 5
HOMO level (alpha / beta) in eV: -8.4 / -11.0

These are the Löwdin partial charges, in e, on atoms 1 to 5: atom 1 (H): 0.05, atom 2 (H): 0.12, atom 3 (C): -0.30, atom 4 (H): 0.08, atom 5 (H): 0.08

No. 6
Computed, not measured: C8H7Cl5CuO9P2 as an isolated structure in a non-equilibrium geometry, with ωB97M-V with the def2-TZVPD basis set.

```
32
C8H7Cl5CuO9P2 (ωB97M-V with the def2-TZVPD basis set)
O 1.80 -1.00 0.92
Cl -3.90 0.38 -4.41
O -1.67 2.54 1.65
O -1.17 1.36 1.72
C 0.20 -0.34 -2.69
Cl 1.77 -0.58 -2.06
C 1.58 -0.37 3.29
C -2.08 0.33 -2.42
C -1.30 -0.36 -4.59
H 2.52 0.18 3.36
Cl -3.32 0.92 -1.39
H 1.76 -1.41 3.55
C 1.00 -0.30 1.88
H 3.10 0.84 0.35
Cl 1.23 -1.12 -5.06
Cl -1.60 -0.64 -6.25
O -0.11 -2.66 1.88
O -1.50 -0.95 3.12
P 1.23 1.45 1.24
O 2.79 1.50 0.99
C -2.34 0.10 -3.77
O -1.40 -0.99 0.52
H 0.26 2.91 2.47
H -0.64 -3.19 2.49
H 1.60 -1.95 0.98
H 0.86 0.05 3.99
Cu -0.81 0.58 0.01
C -0.04 -0.57 -4.05
O 1.16 2.57 2.33
C -0.83 0.11 -1.88
P -0.70 -1.15 1.91
O 0.53 1.77 -0.09
```

## Properties
E_LUMO (alpha / beta) in Ha: -0.0848 / -0.0964
Spin multiplicity: 2
HOMO level (alpha / beta) in eV: -9.4 / -9.3

These are the natural (NBO) partial charges, in e, on atoms 1 to 5: atom 1 (O): -0.76, atom 2 (Cl): 0.08, atom 3 (O): -0.14, atom 4 (O): -0.35, atom 5 (C): 0.00

Computed values of DFT total energy (unit: hartree) for the preceding records, in sequence: -1097.75151, -613.00357, -23282.18228, -1775.08736, -3425.64308, -5610.36073.